{
  "formula": "C46H55MnN3P2S4",
  "method": "the ωB97M-V functional and the def2-TZVPD basis",
  "species": ["Mn", "C", "S", "C", "C", "C", "N", "P", "C", "C", "C", "C", "C", "C", "C", "C", "C", "C", "C", "C", "P", "C", "C", "C", "C", "C", "C", "C", "C", "C", "C", "C", "C", "H", "H", "H", "H", "H", "H", "H", "H", "H", "H", "H", "H", "H", "H", "H", "H", "H", "H", "H", "H", "H", "H", "H", "H", "H", "H", "H", "H", "H", "C", "C", "S", "C", "C", "S", "H", "H", "H", "H", "H", "H", "C", "N", "C", "C", "N", "C", "S", "H", "H", "H", "H", "H", "H", "H", "H", "C", "C", "C", "C", "C", "C", "C", "C", "C", "C", "H", "H", "H", "H", "H", "H", "H", "H", "H", "H", "H", "H"],
  "coordinates": [[0.20, 0.38, 0.07], [-2.22, -6.85, -0.41], [-3.70, -5.81, -0.49], [-3.40, -4.92, -2.05], [-3.29, -3.41, -1.86], [-2.15, -3.06, -0.92], [-2.06, -1.61, -0.56], [-1.12, -0.56, -1.53], [-1.71, -0.69, -3.22], [-3.02, -0.30, -3.51], [-3.47, -0.35, -4.82], [-2.61, -0.78, -5.84], [-1.32, -1.17, -5.55], [-0.86, -1.12, -4.24], [-1.79, 1.10, -1.07], [-1.13, 2.19, -1.64], [-1.55, 3.49, -1.37], [-2.63, 3.70, -0.54], [-3.32, 2.61, 0.01], [-2.91, 1.33, -0.25], [-1.47, -1.24, 1.04], [-2.80, -1.83, 2.11], [-2.55, -2.15, 3.44], [-3.57, -2.61, 4.25], [-4.85, -2.76, 3.74], [-5.12, -2.43, 2.42], [-4.10, -1.95, 1.60], [-0.06, -2.34, 1.22], [-0.04, -3.70, 1.53], [1.16, -4.39, 1.50], [2.34, -3.74, 1.14], [2.34, -2.38, 0.86], [1.14, -1.70, 0.91], [-2.30, -7.46, 0.49], [-1.31, -6.24, -0.35], [-2.16, -7.51, -1.28], [-4.22, -5.15, -2.72], [-2.48, -5.32, -2.49], [-4.23, -3.03, -1.45], [-3.14, -2.94, -2.84], [-1.20, -3.42, -1.33], [-2.33, -3.60, 0.00], [-3.69, 0.03, -2.72], [-4.49, -0.06, -5.06], [-2.97, -0.80, -6.86], [-0.66, -1.51, -6.34], [0.15, -1.43, -4.00], [-0.33, 2.03, -2.35], [-1.03, 4.33, -1.82], [-2.95, 4.71, -0.32], [-4.20, 2.78, 0.62], [-3.46, 0.49, 0.16], [-1.54, -2.05, 3.85], [-3.37, -2.87, 5.29], [-5.65, -3.13, 4.38], [-6.12, -2.54, 2.02], [-4.31, -1.70, 0.57], [-0.96, -4.20, 1.81], [1.18, -5.44, 1.75], [3.27, -4.29, 1.12], [3.26, -1.85, 0.65], [1.25, -0.59, 1.01], [-0.95, 3.53, 3.48], [-0.45, 2.17, 3.06], [0.01, 2.04, 1.50], [-0.39, 1.10, 4.08], [-0.89, 1.40, 5.47], [0.29, -0.32, 3.73], [-0.83, 4.25, 2.68], [-0.41, 3.88, 4.36], [-2.01, 3.47, 3.74], [-1.64, 2.19, 5.50], [-0.04, 1.72, 6.09], [-1.29, 0.50, 5.92], [3.53, 3.70, 3.53], [4.61, 2.93, 2.95], [5.96, 3.48, 2.84], [6.77, 2.32, 2.24], [5.73, 1.31, 2.01], [4.52, 1.68, 2.48], [3.14, 0.70, 2.45], [3.74, 3.90, 4.58], [2.62, 3.12, 3.45], [3.42, 4.65, 3.00], [6.33, 3.78, 3.82], [5.96, 4.36, 2.19], [7.52, 1.95, 2.93], [7.26, 2.59, 1.31], [5.92, 0.36, 1.78], [2.26, 3.17, -0.58], [2.56, 1.89, -1.35], [4.06, 1.59, -1.24], [1.76, 0.72, -0.86], [2.17, 1.98, -2.85], [1.81, 3.19, -3.43], [1.54, 3.28, -4.79], [1.61, 2.14, -5.59], [1.96, 0.93, -5.02], [2.24, 0.85, -3.67], [2.50, 3.01, 0.47], [1.22, 3.48, -0.66], [2.89, 3.99, -0.95], [4.36, 1.49, -0.19], [4.63, 2.40, -1.70], [4.32, 0.66, -1.77], [2.27, -0.21, -1.12], [1.74, 4.09, -2.83], [1.27, 4.23, -5.22], [1.42, 2.22, -6.66], [2.04, 0.04, -5.64], [2.54, -0.12, -3.26]],
  "spin_multiplicity": 2,
  "homo_ha": [-0.4523, -0.4523],
  "de_lowest_kj_mol": 320.9,
  "fmax_ha_per_bohr": 0.0255,
  "total_charge": 2,
  "gap_ev": [5.743, 5.609],
  "e_tot_ev": -146287.7100,
  "s_squared": 0.8585
}